Record 1
The following is a quantum chemistry calculation of a structure of composition C31H28ClF5N5RuS in a non-equilibrium geometry, from the Open Molecules 2025 dataset.

Structure (XYZ):
```
72
Properties=species:S:1:pos:R:3:forces:R:3:lowdin_charge:R:1
Ru -0.359 0.907 0.247 0.33 -0.25 -2.25 0.9991
Cl 0.337 2.737 4.199 0.07 -0.06 0.04 0.7223
C 1.537 1.609 3.614 0.01 0.07 0.09 -0.5948
C 2.830 1.788 4.077 -0.01 0.02 0.00 -0.1136
C 3.826 0.905 3.697 0.04 0.03 0.00 -0.0825
C 3.512 -0.159 2.865 -0.06 -0.03 -0.04 -0.0775
C 2.213 -0.321 2.417 0.15 -0.09 0.07 -0.0692
C 1.189 0.567 2.758 -0.38 -0.28 0.14 -0.3138
C -0.184 0.310 2.230 0.35 0.59 -0.71 -0.2206
H 3.046 2.617 4.738 -0.01 -0.01 0.00 0.1009
H 4.836 1.044 4.061 -0.01 0.01 -0.02 0.1027
H 4.278 -0.863 2.564 -0.02 -0.01 0.02 0.1036
H 1.963 -1.158 1.779 0.04 0.03 -0.01 0.0678
H -0.992 0.823 2.744 0.03 -0.15 0.32 0.0413
H -0.354 -0.756 2.111 -0.09 -0.11 0.41 0.0214
C -5.460 -0.877 1.542 0.02 0.02 -0.02 -0.1054
C -5.598 0.043 0.507 -0.02 -0.03 -0.01 -0.0905
C -4.502 0.417 -0.251 -0.02 0.06 0.01 -0.0427
C -3.234 -0.117 0.007 -0.10 0.17 -0.25 -0.3063
C -3.112 -1.051 1.033 -0.01 -0.08 -0.01 -0.0439
C -4.213 -1.426 1.795 0.05 0.03 -0.03 -0.0862
N -2.110 0.315 -0.719 -0.39 -0.38 0.29 -0.1325
C -2.070 0.255 -2.079 0.11 -0.16 0.09 -0.3417
C -1.091 1.014 -2.753 -0.09 -0.04 -0.07 -0.1154
C -0.921 0.937 -4.132 0.07 0.02 0.09 -0.1022
C -1.741 0.124 -4.891 -0.06 -0.07 0.01 -0.1126
C -2.732 -0.619 -4.240 0.01 0.04 -0.02 -0.0881
C -2.901 -0.565 -2.873 -0.03 0.02 -0.03 -0.0231
H -6.316 -1.163 2.139 0.00 0.00 -0.02 0.0962
H -6.568 0.476 0.294 0.02 -0.01 0.01 0.1000
H -4.611 1.136 -1.055 0.00 0.00 0.02 0.1133
H -2.150 -1.516 1.202 0.02 0.00 0.04 0.0760
H -4.094 -2.164 2.578 0.01 0.03 0.00 0.1015
H -0.464 1.686 -2.172 0.05 0.08 -0.03 0.0471
H -0.144 1.526 -4.609 -0.03 0.02 0.03 0.1054
H -1.622 0.065 -5.964 -0.01 0.00 0.02 0.0935
H -3.377 -1.267 -4.822 0.01 0.01 0.01 0.1018
H -3.653 -1.176 -2.390 0.01 0.01 -0.02 0.1116
F 2.627 1.315 -0.044 0.08 -0.13 -0.24 0.0136
C 1.443 2.016 -0.104 -0.20 0.42 1.39 -0.3971
F 1.506 2.885 0.996 0.09 0.02 -0.10 -0.0121
C 1.670 3.019 -1.255 -0.08 -0.29 -0.17 -0.5968
F 1.921 2.379 -2.425 -0.01 0.05 -0.04 0.1064
F 2.703 3.819 -1.019 0.12 0.03 -0.06 0.1703
F 0.596 3.792 -1.464 -0.05 0.05 0.02 0.1352
N 1.906 -0.428 -2.389 0.03 0.14 0.05 0.1311
C 1.783 -1.347 -1.432 0.00 -0.23 0.23 -0.7231
S 0.421 -1.353 -0.410 0.17 0.18 0.05 0.7833
N 2.775 -2.261 -1.403 -0.10 -0.12 0.06 0.0828
C 3.005 -3.441 -0.644 0.03 0.15 -0.01 -0.2236
C 4.212 -4.087 -0.909 0.03 0.01 0.01 -0.0366
C 4.562 -5.237 -0.227 -0.01 -0.01 0.01 -0.0843
C 3.709 -5.763 0.735 0.01 0.03 -0.01 -0.0914
C 2.502 -5.131 0.980 -0.01 0.03 0.00 -0.0732
C 2.135 -3.976 0.297 -0.02 -0.07 0.04 -0.0475
H 1.199 0.286 -2.435 -0.07 0.00 -0.04 0.0397
H 2.794 -0.219 -2.817 0.00 -0.01 0.01 0.1237
H 3.502 -2.104 -2.084 -0.02 -0.07 -0.10 0.1379
H 4.885 -3.682 -1.659 -0.01 0.00 0.03 0.1109
H 5.503 -5.723 -0.449 -0.01 0.02 0.01 0.1052
H 3.985 -6.652 1.285 -0.02 -0.01 -0.03 0.1025
H 1.818 -5.537 1.715 0.01 0.01 -0.01 0.1077
H 1.185 -3.511 0.496 0.03 0.00 0.00 0.0365
N -1.969 3.324 -0.563 -0.11 -0.13 -0.11 0.0153
C -2.560 4.468 -0.185 -0.06 0.03 0.00 -0.0786
C -2.442 4.550 1.183 -0.03 -0.05 0.03 -0.0419
C -1.750 3.387 1.550 -0.12 0.12 -0.08 -0.1237
N -1.464 2.657 0.480 0.25 0.40 0.95 -0.0938
H -1.879 2.942 -1.491 -0.06 -0.04 -0.03 0.1252
H -3.018 5.124 -0.906 0.02 -0.03 0.01 0.1214
H -2.808 5.331 1.825 0.01 -0.03 -0.01 0.0982
H -1.451 3.051 2.525 0.04 0.03 -0.03 0.0338
```
Forces are in eV/Å.

Summary:
Gap between HOMO and LUMO (spin up / spin down) in eV: 6.769 / 6.746
Lowest unoccupied orbital energy (spin up / spin down) in eV: -0.092 / -0.068
E_tot in eV: -79578.8353
HOMO (spin up / spin down) in eV: -6.86 / -6.81
2S+1: 2

Record 2
The following is a quantum chemistry calculation of the ion C4H4IO2 with charge -1 in a non-equilibrium geometry, from the Open Molecules 2025 dataset.

Structure (XYZ):
```
11
Properties=species:S:1:pos:R:3:forces:R:3:lowdin_charge:R:1
C -1.662 -2.159 -0.011 -1.55 1.84 0.80 -0.8322
C 0.207 0.294 -0.651 3.35 -2.84 -1.19 -0.0280
C -0.239 -0.164 0.782 -0.73 4.96 -2.82 -0.3172
C -1.510 -0.666 0.319 -2.63 -1.54 1.29 -0.6874
O -2.852 -2.462 -0.217 0.02 -1.05 -0.50 -0.1542
O -0.614 -2.801 0.070 0.94 -0.83 -0.22 -0.0492
I -3.208 0.512 0.019 0.51 0.05 0.16 0.7970
H -0.322 0.965 -1.359 0.10 -0.33 1.24 0.0218
H 0.708 -0.652 -1.181 -0.95 2.39 0.91 0.0846
H 0.270 -0.902 1.275 1.78 -2.02 0.42 0.0643
H -0.165 0.770 1.392 -0.85 -0.61 -0.10 0.1005
```
Forces are in eV/Å.

Summary:
Gap between HOMO and LUMO (spin up / spin down) in eV: 5.693 / 7.234
Lowest unoccupied orbital energy (spin up / spin down) in eV: 2.963 / 2.784
Energy above the lowest of the compared OMol25 structures with the same formula, charge and spin in kcal per mole: 0.0
E_tot in eV: -16405.6467
Net charge: -1
HOMO (spin up / spin down) in eV: -2.73 / -4.45
2S+1: 3